[1]
58
Properties=species:S:1:pos:R:3:forces:R:3:mulliken_charge:R:1 method="wB97M-V/def2-TZVPD" lumo_ev=0.534 relative_energy_kcal_mol=45.2 smiles="COCCN1C[C@@H](C(=O)N2CCC(Oc3ccccc3OC)CC2)CCC1=O" homo_lumo_gap_ev=9.0 homo_energy_ev=-8.469 multiplicity=1
C -2.23146 0.37431 -6.10858 -0.112 -0.015 0.008 -0.79
O -0.95335 0.71309 -5.64305 0.309 0.084 0.079 -0.26
C -0.97702 1.59703 -4.55190 0.146 0.091 0.133 -0.42
C 0.46146 1.96043 -4.17663 -0.359 0.035 -0.357 -0.95
N 1.25897 0.80035 -3.87103 -0.216 0.168 0.108 0.36
C 0.93450 -0.02555 -2.73497 0.180 -0.071 0.251 -0.65
C 2.20451 -0.23401 -1.89316 -0.073 -0.276 0.054 0.66
C 1.86630 -1.07860 -0.66231 0.237 0.318 -0.228 0.20
O 2.04311 -2.28330 -0.65929 -0.003 -0.385 -0.134 -0.71
N 1.36800 -0.43898 0.42025 -0.042 -0.012 0.384 0.12
C 0.96668 0.94212 0.54842 -0.234 0.358 -0.194 -0.92
C -0.55202 1.03981 0.72706 0.232 -0.028 0.431 -0.81
C -0.99973 0.23009 1.94767 -0.506 -0.383 -0.745 -0.03
O -0.45453 0.89798 3.07584 -0.099 0.189 0.201 -0.38
C -0.63854 0.43052 4.34682 0.129 -0.032 0.168 0.27
C 0.36959 0.78041 5.23916 -0.171 -0.069 -0.148 -0.48
C 0.31278 0.43021 6.57423 0.002 -0.027 0.054 -0.68
C -0.76540 -0.29753 7.03642 0.030 0.011 0.056 -0.73
C -1.78224 -0.65278 6.16674 -0.118 -0.059 -0.056 -0.49
C -1.74844 -0.29072 4.82599 -0.079 -0.008 -0.226 0.84
O -2.75211 -0.59782 3.93906 0.476 0.298 0.072 -0.26
C -3.83185 -1.38169 4.38403 -0.183 -0.122 0.067 -1.04
C -0.48309 -1.20810 1.82503 0.196 0.354 0.233 -0.59
C 1.02687 -1.21425 1.59899 -0.127 -0.464 0.104 -1.15
C 3.27027 -0.92835 -2.75392 0.008 -0.100 0.051 -0.82
C 2.95448 -0.84203 -4.25172 0.189 0.095 -0.068 -0.89
C 2.32666 0.47770 -4.64481 0.211 -0.298 0.010 0.76
O 2.72278 1.17590 -5.55477 0.179 0.151 -0.349 -0.69
H -2.08718 -0.30369 -6.94671 -0.101 -0.005 -0.006 0.23
H -2.78154 1.26182 -6.44669 0.003 -0.041 -0.007 0.30
H -2.82140 -0.12670 -5.32927 0.006 0.004 -0.043 0.32
H -1.52276 2.51869 -4.81074 0.047 -0.079 0.067 0.47
H -1.49760 1.12761 -3.69919 0.007 0.058 -0.068 0.30
H 0.44390 2.65344 -3.32649 -0.002 0.004 -0.065 0.30
H 0.94576 2.43886 -5.03119 -0.089 0.053 0.177 0.46
H 0.16185 0.47759 -2.15106 -0.025 -0.043 -0.045 0.12
H 0.54710 -1.00220 -3.04958 -0.089 0.042 0.113 0.09
H 2.57798 0.74554 -1.58542 -0.122 -0.033 -0.034 0.38
H 1.44366 1.35705 1.44336 0.041 0.045 -0.142 0.41
H 1.27782 1.52977 -0.31235 0.060 -0.035 0.048 0.36
H -1.06327 0.65004 -0.15461 -0.024 0.004 -0.040 0.40
H -0.83195 2.08422 0.86562 -0.076 0.036 -0.025 0.41
H -2.09463 0.22786 2.00366 0.293 0.041 -0.020 0.33
H 1.20178 1.34653 4.85036 0.087 0.055 -0.082 0.45
H 1.10936 0.71866 7.24194 0.078 0.029 0.060 0.39
H -0.82835 -0.58993 8.07314 -0.009 -0.026 0.091 0.38
H -2.62101 -1.21054 6.55102 -0.095 -0.053 -0.017 0.40
H -4.46507 -1.52494 3.50948 0.000 -0.023 0.095 0.25
H -3.49851 -2.35741 4.75154 -0.011 0.044 0.004 0.41
H -4.40590 -0.87251 5.16440 0.031 -0.035 -0.016 0.36
H -0.98383 -1.68996 0.98417 -0.042 -0.049 -0.018 0.52
H -0.71709 -1.76747 2.73067 -0.075 -0.052 0.010 0.32
H 1.53122 -0.77391 2.46568 0.011 -0.039 -0.033 0.34
H 1.38955 -2.23130 1.44646 -0.012 0.178 0.098 0.45
H 4.24234 -0.47359 -2.56022 0.003 -0.019 0.003 0.34
H 3.32581 -1.97837 -2.45931 0.040 0.139 -0.012 0.34
H 2.24520 -1.62629 -4.52711 -0.002 -0.043 -0.007 0.36
H 3.85959 -0.98511 -4.84114 -0.135 0.036 -0.044 0.35

=====

[2]
110
Properties=species:S:1:pos:R:3:forces:R:3:mulliken_charge:R:1 method="wB97M-V/def2-TZVPD" lumo_ev=0.459 relative_energy_kcal_mol=110.2 smiles=OCCO.OCCO.OCCO.OCCO.OCCO.OCCO.OCCO.OCCO.OCCO.OCCO.OCCO homo_lumo_gap_ev=9.4 homo_energy_ev=-8.918 multiplicity=1
O -2.72671 -11.38430 -5.55471 0.081 2.757 0.987 -0.59
C -1.95573 -12.41127 -6.09247 -1.961 -1.116 -0.068 -0.58
C -1.27343 -11.97025 -7.39262 -0.308 0.168 0.904 -0.42
O -2.20367 -11.29204 -8.23527 0.216 -0.553 0.079 -0.46
H -3.68123 -11.47699 -5.59827 0.292 -0.453 -0.325 0.31
H -1.35938 -12.79580 -5.26506 0.750 0.016 -0.493 0.29
H -2.75305 -13.13760 -6.24997 0.728 -1.032 -0.816 0.35
H -0.88611 -12.83418 -7.93272 0.215 0.162 0.090 0.54
H -0.50959 -11.23763 -7.13202 0.528 -0.296 -0.031 0.14
H -2.39956 -10.48711 -7.75017 -0.399 0.261 -0.106 0.30
O -4.98041 -10.02826 -15.30275 1.201 -0.505 0.059 -0.11
C -4.63279 -11.19606 -16.09175 -1.226 1.869 -0.808 -0.24
C -5.12596 -10.80407 -17.52192 0.409 -0.983 0.540 -0.77
O -4.34924 -9.76051 -18.08983 0.273 0.120 0.280 -0.54
H -4.20821 -9.46467 -15.21512 0.019 0.050 -0.050 -0.12
H -3.57561 -11.46089 -16.11047 0.005 0.239 0.257 0.24
H -5.21154 -11.97273 -15.59182 0.060 -0.449 -0.678 0.24
H -6.14940 -10.43322 -17.46582 -0.173 -0.621 0.171 0.39
H -5.00977 -11.67958 -18.16075 -0.428 -0.168 -0.186 0.33
H -4.97787 -9.11726 -18.42545 0.250 0.122 0.009 0.32
O -4.82620 -4.58249 -8.36246 0.409 -0.596 -0.382 -0.49
C -4.30168 -3.28795 -8.20798 -2.476 0.736 -0.342 -0.40
C -4.27679 -2.98712 -6.71515 1.061 0.503 -3.623 -0.55
O -2.98478 -3.48559 -6.45545 0.255 -0.015 2.471 -0.50
H -4.06963 -5.17309 -8.38236 -0.133 -0.570 -0.254 0.14
H -3.36852 -3.14776 -8.75356 0.216 0.070 0.406 0.30
H -5.05058 -2.62906 -8.64743 -0.041 0.165 -0.351 0.43
H -5.15414 -3.51830 -6.34608 0.307 0.216 0.839 0.25
H -4.21030 -1.90197 -6.63683 -0.671 0.093 0.671 0.43
H -2.81515 -3.09200 -5.59643 0.954 -0.513 0.358 0.26
O -6.33769 -8.28185 -12.99566 0.575 1.311 -0.150 -0.47
C -6.18932 -7.27311 -14.00116 0.790 -0.318 -0.755 -0.04
C -5.47645 -5.90668 -13.67715 -2.274 -1.924 0.607 -0.10
O -6.15711 -5.35209 -12.62212 -0.300 1.737 2.499 -0.54
H -5.49521 -8.39204 -12.54879 0.490 -0.262 0.233 0.15
H -5.57847 -7.60915 -14.83905 -0.055 -0.751 -0.369 -0.27
H -7.21926 -7.23443 -14.35588 0.067 0.917 -0.272 0.58
H -5.51941 -5.19542 -14.50199 0.553 -0.432 -0.616 0.48
H -4.48874 -6.10785 -13.26234 0.315 0.023 -0.530 -0.24
H -7.10918 -5.27961 -12.72178 0.092 -0.264 -0.456 0.29
O -0.04524 -7.53902 -9.24562 -1.828 1.047 1.673 -0.45
C 0.75831 -8.64089 -9.43820 0.899 0.397 -1.974 -0.48
C 0.72082 -8.91079 -10.96153 0.047 -0.822 0.482 0.56
O 0.93289 -7.75581 -11.78053 0.106 -0.498 0.602 -0.55
H 0.31192 -6.80778 -9.75487 -0.184 0.072 -0.277 0.31
H 1.74242 -8.31532 -9.10111 0.653 -0.644 -0.145 0.35
H 0.47799 -9.52867 -8.87129 -0.448 0.217 0.008 0.15
H -0.25722 -9.26963 -11.28210 -0.115 0.077 0.403 -0.71
H 1.39035 -9.75667 -11.11744 0.524 0.152 -0.640 0.40
H 1.70910 -7.28242 -11.47231 0.341 -0.019 -0.105 0.30
O -3.65788 -9.18968 -11.83446 -0.118 2.571 -2.279 1.01
C -3.31979 -9.38736 -10.49237 -1.575 -0.411 0.110 0.43
C -3.97405 -8.18868 -9.70398 0.786 -0.271 -1.021 -0.77
O -3.19788 -7.00090 -9.78571 -0.114 0.453 -0.381 0.20
H -3.37529 -9.92064 -12.38894 0.138 -0.654 0.267 -0.52
H -3.92147 -10.29467 -10.43873 0.488 -0.573 2.187 0.18
H -2.24483 -9.55628 -10.42904 -0.041 0.150 0.747 -0.46
H -4.30492 -8.32076 -8.67384 0.264 -0.673 0.057 0.40
H -4.86236 -7.99258 -10.30443 -0.162 0.109 0.177 0.23
H -2.52903 -6.94886 -9.09903 0.272 -0.382 0.271 -0.07
O -3.03386 -2.28435 -14.17294 0.679 -0.825 0.602 -0.54
C -2.43428 -3.37129 -13.40645 -0.439 0.589 -0.128 0.24
C -2.49013 -3.17950 -11.90421 -1.381 0.184 -0.254 -0.82
O -1.94525 -4.27426 -11.22820 1.031 0.053 0.347 -0.36
H -3.23118 -1.56358 -13.57034 0.007 0.097 0.068 0.31
H -3.02095 -4.25956 -13.64073 0.279 -0.163 -0.195 -0.15
H -1.37384 -3.50160 -13.62227 -0.045 -0.038 -0.625 0.26
H -3.53603 -3.06750 -11.61846 -0.293 0.180 0.083 0.42
H -1.99536 -2.24619 -11.63541 0.417 -0.169 0.249 0.48
H -2.53975 -5.02797 -11.21903 -0.349 -0.108 0.003 0.13
O -1.51853 -10.49243 -14.92804 -0.793 -1.245 -0.387 -0.74
C -1.08222 -9.35630 -14.27207 0.544 1.940 0.293 0.58
C -1.91856 -8.10925 -14.61785 0.335 -0.229 -1.789 0.86
O -1.80535 -7.90705 -16.06445 0.542 -0.288 0.697 -0.61
H -1.42183 -10.42936 -15.88108 0.072 0.344 -0.103 0.39
H -1.13485 -9.46931 -13.18922 -0.327 -0.458 -0.057 -0.98
H -0.01519 -9.29354 -14.48553 0.078 0.930 -0.076 0.50
H -1.60853 -7.22046 -14.06827 0.132 -0.136 0.143 0.50
H -2.98702 -8.27789 -14.48341 0.041 -0.155 0.862 -0.72
H -2.10941 -7.02984 -16.30871 -0.077 0.034 0.129 0.31
O -2.73146 -11.56102 -12.94285 0.491 -1.070 1.448 -0.31
C -2.24214 -12.89711 -12.61401 -1.370 0.346 -4.346 -0.66
C -2.42460 -13.31709 -11.27593 0.158 -1.142 3.440 -0.43
O -1.32081 -12.99081 -10.44509 0.182 0.562 0.426 -0.58
H -2.20148 -11.26328 -13.68586 -0.024 -0.038 -0.585 0.04
H -2.85970 -13.56310 -13.21665 -0.592 -0.240 -0.092 0.33
H -1.29788 -13.12506 -13.10850 0.667 0.556 0.761 0.45
H -2.52320 -14.39299 -11.13169 0.029 -0.365 -0.915 0.51
H -3.36900 -12.98385 -10.84564 -0.088 0.651 -0.121 0.23
H -1.65745 -12.44373 -9.73168 0.036 0.382 0.012 0.37
O 0.90919 -6.46772 -6.67072 0.394 -0.714 0.468 -0.55
C 0.05225 -7.14885 -5.75018 -0.623 1.145 -1.290 -0.20
C -1.19849 -6.23275 -5.62304 0.130 -0.400 0.705 -0.35
O -1.94297 -6.00276 -6.82231 0.986 -1.673 -0.250 -0.36
H 0.53732 -6.74304 -7.51187 0.006 0.243 -0.648 0.38
H -0.15433 -8.15047 -6.12723 -0.368 -0.133 -0.076 -0.11
H 0.56960 -7.29109 -4.80139 -0.185 0.395 0.138 0.38
H -0.76431 -5.31615 -5.22377 -0.262 0.313 -0.072 0.28
H -1.83341 -6.67952 -4.85795 -0.364 0.077 0.131 0.34
H -2.37452 -5.14696 -6.87675 0.236 0.516 0.810 0.35
O -7.28563 -10.83360 -14.20419 -0.016 -1.548 0.171 -0.54
C -6.85081 -11.77477 -13.20946 -1.833 1.030 -0.283 0.38
C -8.07127 -12.07436 -12.28680 -0.072 1.619 -0.658 -0.65
O -9.36047 -11.82415 -12.95325 1.367 -1.026 0.223 -0.52
H -6.46879 -10.62627 -14.66397 -0.018 0.809 -0.040 0.32
H -6.52100 -12.74105 -13.59107 0.261 0.017 -0.549 0.24
H -6.03722 -11.25646 -12.70199 0.110 -0.497 0.654 -0.17
H -8.08798 -11.32492 -11.49550 0.438 -0.390 0.494 0.33
H -7.93549 -13.09986 -11.94325 -0.461 -0.008 0.305 0.33
H -9.99366 -12.04640 -12.26674 -0.268 0.029 -0.078 0.30

=====

[3]
16
Properties=species:S:1:pos:R:3:forces:R:3:mulliken_spin:R:1 method="wB97M-V/def2-TZVPD" lumo_ev="-4.156 / -8.362" relative_energy_kcal_mol=42.8 homo_lumo_gap_ev="11.0 / 6.8" charge=+1 homo_energy_ev="-15.167 / -15.183" multiplicity=2
C 1.76504 -0.55423 0.65312 -0.004 -0.739 -0.869 0.01
N 1.29541 0.19529 -0.50378 -0.582 1.653 2.395 0.55
C -0.10851 0.48278 -0.64678 1.142 -1.957 -1.149 0.04
C -0.97968 -0.78528 -0.47784 -0.646 0.784 -0.638 0.02
O -2.30853 -0.34043 -0.71341 0.157 -0.120 0.539 0.00
C -0.64673 1.43405 0.45084 -0.371 0.847 0.665 0.08
O -0.17893 1.56510 1.52724 0.162 -0.153 0.000 0.16
H 2.85202 -0.55773 0.64938 0.016 -0.081 -0.052 0.01
H 1.37149 -1.56604 0.59365 0.110 -0.101 0.227 0.01
H 1.44447 -0.09972 1.60771 -0.324 0.324 -0.187 0.07
H 1.84477 1.06126 -0.49248 0.053 -0.218 -1.098 -0.01
H -0.27633 0.91574 -1.63258 -0.131 0.325 0.103 0.01
H -0.75716 -1.50649 -1.26504 0.613 -0.234 0.343 0.00
H -0.83588 -1.13258 0.54312 -0.080 -0.485 -0.035 0.00
H -2.90394 -1.04432 -0.42416 -0.129 0.190 -0.134 0.00
H -1.57753 1.93261 0.13101 0.013 -0.035 -0.109 0.04

=====

[4]
10
Properties=species:S:1:pos:R:3:forces:R:3:mulliken_charge:R:1 method="wB97M-V/def2-TZVPD" lumo_ev=3.848 relative_energy_kcal_mol=10.8 homo_lumo_gap_ev=8.1 charge=-1 homo_energy_ev=-4.293 multiplicity=1
C -1.49686 -0.75016 -0.30858 0.076 -0.989 -1.722 0.14
O -2.65708 -1.07596 -0.30111 -0.896 -0.290 0.134 -0.50
O 2.18867 0.60469 -1.29096 -0.180 -0.347 1.336 -0.51
O 1.80061 0.81995 1.17685 1.511 0.014 -0.910 -0.54
F 1.07046 -1.27409 0.09270 0.798 -0.014 -0.400 -0.46
P -0.64731 0.38395 0.75631 -2.332 1.462 2.968 -0.01
S 2.36217 0.03021 0.06132 0.118 0.265 -0.032 0.56
H -0.76802 -1.28849 -1.01498 -0.736 0.581 0.617 0.27
H -0.11473 1.08578 -0.24956 0.731 0.789 -1.201 0.01
H -1.73792 1.46413 1.07801 0.910 -1.471 -0.789 0.04